[1]
The following is a DFT calculation (wB97M-V/def2-TZVPD) of the molecule C14H22N2O4S at a distorted geometry.

The calculation puts the frontier orbital gap at 9.5 eV. The SMILES is CCCS(=O)(=O)N1CCC[C@H](C(=O)NCc2ccco2)C1. Its net charge is 0. As for the molar mass: 314.407 Da. The calculation puts the energy above the lowest of the compared OMol25 structures with the same formula, charge and spin at 1.588 eV. The calculation puts the LUMO energy at 0.7 eV.

```
43
C14H22N2O4S, DFT wB97M-V/def2-TZVPD
C 5.46733 -2.25679 -1.02944
C 4.41770 -1.84500 -0.00108
C 4.33713 -0.34208 0.15598
S 3.27759 0.09376 1.57421
O 3.31976 1.52120 1.70812
O 3.65109 -0.71589 2.69736
N 1.73138 -0.31254 1.17528
C 1.19636 -1.61889 1.45108
C -0.27060 -1.47600 1.85434
C -1.03827 -0.76514 0.74185
C -0.40208 0.60179 0.44653
C -1.12018 1.22076 -0.74637
O -0.77436 1.04281 -1.89438
N -2.19582 1.96829 -0.41120
C -3.10945 2.49502 -1.40688
C -4.46649 1.88743 -1.27408
C -5.67569 2.43059 -0.95041
C -6.60532 1.36158 -0.95695
C -5.88967 0.25056 -1.27551
O -4.59739 0.55728 -1.46800
C 1.08276 0.41365 0.11858
H 6.45181 -1.90567 -0.73098
H 5.23271 -1.83483 -2.00411
H 5.50149 -3.33921 -1.12176
H 4.65959 -2.27346 0.97320
H 3.44378 -2.23199 -0.30566
H 5.30561 0.09264 0.38934
H 3.91414 0.15850 -0.71034
H 1.79409 -2.04064 2.25876
H 1.26659 -2.26960 0.56567
H -0.32869 -0.89177 2.77348
H -0.69974 -2.46148 2.03938
H -2.08516 -0.63686 1.02587
H -1.00906 -1.36855 -0.16857
H -0.49244 1.24347 1.32700
H -2.46832 2.04937 0.55549
H -2.66623 2.24283 -2.37564
H -3.18997 3.58157 -1.31119
H -5.88089 3.46065 -0.74255
H -7.65429 1.41833 -0.75190
H -6.17261 -0.77658 -1.39239
H 1.57909 1.38180 0.04276
H 1.16272 -0.11090 -0.84491
```

=====

[2]
The following is a DFT calculation (wB97M-V/def2-TZVPD) of the molecule C14H22N4O3S at a distorted geometry.

The calculation puts the frontier orbital gap at 8.9 eV. The SMILES is COCCN(CC(=O)NC1CCCCC1)C(=O)c1csnn1. Its net charge is 0. As for the molar mass: 326.422 Da. The calculation puts the energy above the lowest of the compared OMol25 structures with the same formula, charge and spin at 1.849 eV. The calculation puts the LUMO energy at -0.2 eV.

```
44
C14H22N4O3S, DFT wB97M-V/def2-TZVPD
C -5.44857 -1.01085 -0.64274
O -4.74552 -1.25813 0.55622
C -3.70412 -2.19102 0.44721
C -2.47008 -1.68652 -0.32693
N -2.00368 -0.40595 0.16973
C -1.23805 -0.45292 1.39468
C 0.17066 -1.00373 1.08697
O 0.41922 -2.19090 1.16155
N 1.03360 -0.05829 0.70371
C 2.39357 -0.32840 0.28577
C 2.57412 0.03283 -1.19009
C 4.01042 -0.23152 -1.63138
C 4.98843 0.56115 -0.76986
C 4.81076 0.20116 0.70182
C 3.37585 0.46570 1.14785
C -2.30040 0.69641 -0.54095
O -2.93045 0.66675 -1.58916
C -1.85163 2.02370 -0.02874
C -2.61067 3.16736 -0.15566
S -1.70051 4.48236 0.42153
N -0.42214 3.49928 0.76432
N -0.63484 2.28774 0.48996
H -5.78100 -1.94934 -1.10153
H -6.31752 -0.41729 -0.36466
H -4.84249 -0.44959 -1.36039
H -3.42826 -2.42739 1.47831
H -4.05489 -3.11336 -0.03984
H -2.71646 -1.55605 -1.38231
H -1.66815 -2.42095 -0.22429
H -1.72962 -1.13871 2.08900
H -1.17362 0.53401 1.84953
H 0.70691 0.90242 0.63724
H 2.55551 -1.40211 0.42760
H 2.33594 1.09077 -1.32740
H 1.87918 -0.55194 -1.79599
H 4.12949 0.04292 -2.68130
H 4.22602 -1.29787 -1.53689
H 4.80830 1.62990 -0.90616
H 6.01309 0.35171 -1.08269
H 5.50022 0.78454 1.31507
H 5.04466 -0.85562 0.84697
H 3.24910 0.18591 2.19524
H 3.15051 1.53074 1.05177
H -3.60291 3.26109 -0.54311
```

=====

[3]
The following is a DFT calculation (wB97M-V/def2-TZVPD) of the molecule C14H22N4OS2.

The calculation puts the frontier orbital gap at 8.3 eV. The SMILES is C=CCNC(=S)NCCCC[C@@H]1NC(=S)N(CC=C)C1=O. Its net charge is 0. As for the molar mass: 326.491 Da. The calculation puts the energy above the lowest of the compared OMol25 structures with the same formula, charge and spin at 0.141 eV. The calculation puts the LUMO energy at 0.3 eV.

```
43
C14H22N4OS2, DFT wB97M-V/def2-TZVPD
C 0.15974 2.59128 -3.87856
C -0.01461 1.37555 -3.39898
C 1.00996 0.28472 -3.51196
N 1.29885 -0.34899 -2.24253
C 2.37121 -0.03168 -1.49201
S 3.49086 1.10476 -1.93755
N 2.57619 -0.70409 -0.33389
C 1.85319 -1.84441 0.17012
C 0.75105 -1.44536 1.16155
C -0.10341 -2.64892 1.55265
C -1.02554 -2.40505 2.74870
C -2.05641 -1.28042 2.54643
N -2.58661 -1.17953 1.21419
C -2.35236 0.02450 0.65374
S -2.72657 0.46013 -0.87471
N -1.71730 0.81007 1.59238
C -1.26896 2.16929 1.35374
C 0.12830 2.19730 0.80278
C 0.44790 2.74721 -0.35181
C -1.45631 0.11208 2.74164
O -0.87651 0.52757 3.70965
H -0.60026 3.34982 -3.79754
H 1.07188 2.87689 -4.37570
H -0.93137 1.10126 -2.89309
H 1.94862 0.68642 -3.89834
H 0.64259 -0.49235 -4.19407
H 0.52690 -0.83070 -1.80748
H 3.38102 -0.38767 0.18433
H 2.56578 -2.51060 0.66490
H 1.41684 -2.39355 -0.67020
H 0.13974 -0.67555 0.69036
H 1.20963 -1.01133 2.05200
H 0.55889 -3.47705 1.81571
H -0.69467 -2.96755 0.69078
H -1.55574 -3.33375 2.96862
H -0.43354 -2.13762 3.62619
H -2.86049 -1.41009 3.28453
H -3.06121 -1.91934 0.72722
H -1.96698 2.63619 0.65550
H -1.30001 2.68249 2.31984
H 0.87508 1.73313 1.43269
H 1.45863 2.75582 -0.72067
H -0.29399 3.20911 -0.98117
```

=====

[4]
The following is a DFT calculation (wB97M-V/def2-TZVPD) of an isolated ion of composition C14H22NO and charge +1.

The calculation puts the frontier orbital gap at 9.7 eV. The SMILES is COc1ccccc1C[NH+]1CCCCCC1. Its net charge is +1. As for the molar mass: 220.336 Da. The calculation puts the energy above the lowest of the compared OMol25 structures with the same formula, charge and spin at 0.000 eV. The calculation puts the LUMO energy at -2.3 eV.

```
38
C14H22NO, DFT wB97M-V/def2-TZVPD
C 2.85450 2.64828 -0.19523
O 1.87450 1.72548 0.24246
C 2.11512 0.39293 0.09402
C 3.19167 -0.14506 -0.60390
C 3.32545 -1.51606 -0.72905
C 2.39768 -2.37275 -0.16158
C 1.33437 -1.84487 0.54629
C 1.18040 -0.47142 0.68466
C 0.02163 0.07580 1.47326
N -1.24204 -0.00475 0.68131
C -1.25451 0.94851 -0.46242
C -1.76806 0.26250 -1.72256
C -3.27148 -0.01354 -1.71263
C -3.78837 -0.74532 -0.47223
C -3.75792 0.12788 0.78633
C -2.43535 0.09596 1.55575
H 3.81579 2.46481 0.28900
H 2.48236 3.62773 0.09879
H 2.97376 2.61676 -1.28123
H 3.92848 0.49973 -1.05322
H 4.16610 -1.91587 -1.27343
H 2.50853 -3.44024 -0.25905
H 0.62283 -2.50891 1.01781
H 0.19885 1.11850 1.73937
H -0.11197 -0.51116 2.38486
H -1.25724 -0.94061 0.25717
H -0.23454 1.29672 -0.62462
H -1.86879 1.80964 -0.20111
H -1.21380 -0.66964 -1.86820
H -1.54186 0.90064 -2.57728
H -3.51134 -0.60545 -2.59626
H -3.81006 0.93114 -1.80428
H -4.82634 -1.01674 -0.66580
H -3.24689 -1.68146 -0.31505
H -4.01176 1.15008 0.50441
H -4.53130 -0.20541 1.47876
H -2.33568 0.99738 2.16400
H -2.41978 -0.76856 2.22345
```